Density functional theory data (ωB97M-V/def2-TZVPD) for 7 unconnected molecules or ions with the total composition C51H117N7O11 at a distorted geometry.

The geometry in XYZ format:
```
186
Properties=species:S:1:pos:R:3:forces:R:3
C 2.6576 1.6036 -2.9552 0.831 1.647 2.466
C 3.5605 2.7612 -2.2600 1.614 -0.031 -3.418
C 3.9615 2.3782 -0.8202 -0.918 0.188 -0.060
C 4.8920 2.7102 -3.1557 0.493 -0.760 1.550
C 4.7782 3.1534 -4.5463 -0.837 1.479 -0.867
C 4.3800 4.6295 -4.5289 -0.211 0.353 0.712
C 3.1121 4.9924 -3.6545 -0.617 -0.832 -0.704
C 3.1111 6.5371 -3.2462 0.020 -0.990 0.266
C 1.8646 4.5799 -4.4340 -1.750 1.287 -0.448
N 3.0400 4.1776 -2.4241 1.757 -1.268 2.330
O 1.8360 4.3309 -1.6070 0.897 0.019 -1.305
H 1.6473 1.9791 -2.7930 -0.265 -0.586 -0.501
H 2.9670 1.3520 -3.9696 -0.353 0.187 0.181
H 2.8709 0.7963 -2.2546 -0.477 -0.588 -0.469
H 4.5892 1.4882 -0.7755 0.326 0.130 -0.521
H 4.4577 3.1904 -0.2889 0.043 0.067 -0.124
H 3.1039 2.0523 -0.2317 -0.377 0.375 0.052
H 5.7408 3.2766 -2.7727 -0.271 0.579 0.770
H 5.3728 1.7340 -3.2180 -0.737 -0.719 0.603
H 5.7577 3.0629 -5.0160 -0.027 -0.037 -0.230
H 4.0580 2.6039 -5.1525 0.013 -0.219 0.039
H 4.2541 4.9301 -5.5691 -0.405 0.510 0.135
H 5.1911 5.2219 -4.1055 0.304 -0.056 -0.080
H 2.2645 6.7241 -2.5857 -0.220 -0.015 -0.238
H 3.1286 7.2915 -4.0327 -0.389 -0.497 -0.527
H 3.9786 6.8211 -2.6505 0.308 -0.604 0.107
H 0.9816 4.8042 -3.8356 -0.028 0.419 0.282
H 1.6158 3.5463 -4.6747 1.210 -0.330 -0.004
H 1.7128 5.1641 -5.3416 0.217 0.064 -0.229
H 2.2386 4.7019 -0.8184 -0.234 0.103 0.282
C -6.8500 9.2659 3.8143 0.968 0.566 1.488
C -6.5643 7.7623 3.7771 -1.418 -1.389 -0.530
C -6.6121 7.1149 5.2471 0.933 1.628 -1.577
C -7.8099 7.1339 2.9154 2.196 -1.043 -0.347
C -7.4595 5.7688 2.2838 0.498 -0.276 -0.357
C -6.2483 5.8207 1.3367 -0.129 0.382 1.338
C -4.9821 6.3276 2.1009 0.383 0.450 0.168
C -4.4247 5.1523 2.9833 -0.581 0.350 -0.129
C -3.9881 6.7548 0.9237 -0.356 -0.096 1.157
N -5.2915 7.5643 3.0305 -1.311 -1.909 -3.518
O -4.1127 8.0297 3.5693 0.388 -0.092 1.406
H -7.6691 9.5304 4.4830 -0.452 -0.265 -0.297
H -6.0168 9.7468 4.3267 0.368 0.055 0.069
H -6.9253 9.8215 2.8795 -0.237 -0.657 -0.281
H -5.6407 7.3405 5.6869 0.021 -0.013 0.245
H -7.3602 7.7146 5.7657 -0.179 -0.640 0.340
H -6.7349 6.0321 5.2722 -0.401 0.182 -0.137
H -8.7101 6.9229 3.4927 0.123 0.822 0.394
H -7.9862 7.8068 2.0762 -0.338 0.201 0.182
H -7.2509 4.9918 3.0192 0.202 0.224 0.534
H -8.2897 5.2939 1.7610 -0.390 0.514 -0.230
H -6.4330 6.4116 0.4396 -0.125 0.356 0.158
H -6.0627 4.8093 0.9753 0.267 -0.043 0.025
H -3.4570 5.3331 3.4513 0.003 0.251 -0.205
H -4.4048 4.1909 2.4701 0.314 0.118 -0.483
H -5.1306 4.9543 3.7899 -0.052 0.266 0.181
H -3.8946 5.9482 0.1966 -0.168 -0.212 0.115
H -2.9687 6.9969 1.2242 -0.023 -0.025 0.384
H -4.3733 7.6183 0.3813 -0.226 0.047 0.135
H -3.7817 8.7186 2.9884 -0.226 0.206 -0.205
C -1.6189 -10.1088 -4.3030 -1.915 -0.266 1.528
C -0.8188 -9.0016 -3.6569 2.235 1.297 -0.894
C 0.6967 -9.4369 -3.5861 -0.988 -0.332 0.918
C -0.8135 -7.8699 -4.6984 -1.208 2.327 -0.428
C -0.3757 -6.4456 -4.2235 -0.487 -1.281 1.486
C -1.1679 -6.0241 -2.8897 0.781 -0.169 -2.065
C -1.1719 -7.0920 -1.7855 -0.166 0.440 -0.839
C 0.1989 -7.0552 -1.1513 -0.501 -0.874 0.865
C -2.2253 -6.6488 -0.6968 -0.259 -1.244 -0.661
N -1.4379 -8.4993 -2.3772 0.234 4.291 -3.214
O -1.6543 -9.4231 -1.4432 -0.243 -2.278 1.511
H -1.7367 -10.9772 -3.6549 1.032 -0.626 -0.274
H -2.6642 -9.8111 -4.2208 -0.325 0.596 -0.651
H -1.4164 -10.3353 -5.3498 0.393 -0.039 0.328
H 1.3247 -8.6159 -3.2402 0.014 -0.162 0.021
H 0.7427 -10.2819 -2.8991 0.368 0.058 0.248
H 1.0752 -9.7995 -4.5418 -0.240 0.142 -0.156
H -0.3804 -8.0829 -5.6757 1.097 -0.694 0.403
H -1.8071 -7.7108 -5.1173 -0.814 -0.058 0.664
H 0.6876 -6.4313 -3.9841 0.103 -0.176 0.115
H -0.4400 -5.7120 -5.0272 -0.487 0.023 0.065
H -2.1631 -5.6407 -3.1148 -0.139 -0.262 -0.172
H -0.5728 -5.1694 -2.5680 -0.257 0.158 0.594
H 0.3038 -6.2261 -0.4515 0.076 0.140 -0.153
H 1.0031 -7.0603 -1.8871 0.002 -0.197 0.279
H 0.0982 -7.9659 -0.5609 1.247 -0.172 0.305
H -3.2339 -6.6154 -1.1089 -0.010 0.051 -0.329
H -2.0394 -5.6726 -0.2489 0.463 0.034 -0.330
H -2.3084 -7.3625 0.1229 0.360 -0.122 0.031
H -2.4699 -9.7896 -1.7926 -0.363 -0.537 0.839
C 2.6765 -6.7344 -6.2569 -0.307 -0.005 -0.792
O 2.6160 -5.6362 -5.3845 0.405 -0.103 0.861
C 3.6546 -5.6088 -4.4337 -0.389 2.494 2.065
C 3.3834 -4.5322 -3.2427 -0.666 -0.759 -0.216
N 2.8889 -3.2082 -3.4801 0.661 1.326 -1.894
C 3.5886 -2.4272 -4.5804 0.229 -0.339 1.589
C 4.8316 -1.5980 -4.0384 0.023 -1.216 0.680
O 5.2247 -0.5169 -4.7985 -0.244 0.974 -0.256
C 5.9726 -0.8520 -5.9211 0.124 0.977 -0.873
H 2.6240 -7.7368 -5.8320 0.060 0.057 0.805
H 3.5808 -6.7075 -6.8648 0.082 0.110 -0.212
H 1.7887 -6.6553 -6.8843 0.158 0.091 -0.233
H 4.5926 -5.1753 -4.7805 0.302 -0.802 -0.940
H 3.7880 -6.5406 -3.8841 0.153 -0.305 -0.378
H 4.3090 -4.3919 -2.6844 0.172 -0.746 0.134
H 2.5529 -4.8336 -2.6043 0.542 -1.192 0.488
H 1.9032 -3.3482 -3.6499 -0.061 0.734 -0.578
H 2.8582 -1.7879 -5.0762 0.174 0.149 0.079
H 3.9846 -3.1534 -5.2902 -0.141 0.175 -0.397
H 5.7201 -2.2279 -3.9955 -0.020 -0.832 0.033
H 4.7979 -1.2201 -3.0166 -1.070 -0.115 0.116
H 6.2107 0.1132 -6.3682 -0.239 -0.085 -0.504
H 5.3931 -1.4800 -6.5978 0.142 -0.038 -0.263
H 6.9611 -1.2788 -5.7511 -0.031 -0.546 0.626
C -0.4180 4.7024 1.8030 1.150 0.247 0.814
O 0.6593 3.7625 2.0128 -2.004 2.730 -0.942
C 0.3875 2.5008 1.5202 1.966 -1.140 2.118
C -0.7059 1.7787 2.3225 1.865 -1.911 -1.253
N -0.6243 0.3367 1.8824 -2.122 0.457 0.753
C -1.4080 0.0340 0.7045 1.533 -0.082 -0.613
C -0.8999 -1.2529 0.0696 -1.682 -0.418 -0.358
O 0.4320 -1.1853 -0.3344 0.543 0.673 0.875
C 0.9143 -2.2709 -1.0878 -0.176 -0.108 0.455
H -0.8496 4.6850 0.8023 0.388 0.042 -0.264
H 0.1035 5.6242 2.0607 -0.579 0.448 -0.448
H -1.2474 4.5939 2.5019 0.006 -0.342 0.253
H 1.3675 2.1810 1.8743 -0.037 -1.965 -0.125
H 0.4865 2.3006 0.4533 -0.963 0.634 -0.449
H -1.6782 2.2517 2.1847 -0.221 -0.517 -0.058
H -0.4402 1.7464 3.3791 -0.071 0.653 0.028
H 0.3080 -0.0347 1.7689 0.326 0.562 0.268
H -1.2388 0.8237 -0.0275 -0.315 0.258 -0.478
H -2.4834 -0.0559 0.8574 -0.050 -0.034 0.371
H -1.5663 -1.4844 -0.7613 -0.020 0.286 -0.756
H -1.1562 -2.0970 0.7098 0.706 -0.250 0.708
H 1.9490 -2.5016 -0.8343 0.176 0.570 -0.138
H 0.8247 -2.0013 -2.1401 -0.006 -0.487 -0.113
H 0.3962 -3.1832 -0.7922 -0.457 -0.201 -0.427
C -0.1082 -3.8129 3.3792 -0.335 -0.821 0.060
O 0.7867 -2.9511 3.9664 3.367 1.309 -0.675
C 1.8821 -2.6336 2.9821 -1.232 1.873 0.615
C 2.8036 -1.5311 3.5242 -0.427 0.325 0.300
N 2.1663 -0.1830 3.6114 1.365 -1.815 -1.255
C 3.1904 0.8693 3.8416 -2.623 -0.151 0.420
C 4.1578 1.1556 2.7354 0.872 0.058 -0.200
O 5.3868 0.4909 2.8648 1.591 -2.257 -0.574
C 6.1428 0.3868 1.6500 0.660 0.982 0.120
H -0.5906 -3.2974 2.5488 -0.330 -0.476 -0.192
H -0.8196 -4.1384 4.1381 -0.292 0.338 -0.117
H 0.4306 -4.7202 3.1062 -0.123 -0.276 -0.653
H 1.4127 -2.1487 2.1261 -0.486 -0.119 -0.271
H 2.4411 -3.4600 2.5432 -0.115 -0.635 0.783
H 3.6659 -1.3524 2.8817 -0.032 -0.578 -0.294
H 3.2192 -1.8592 4.4769 0.070 0.001 0.388
H 1.3536 -0.2550 4.2068 0.231 0.699 0.432
H 3.6513 0.7607 4.8234 0.439 0.179 0.000
H 2.5584 1.7570 3.8193 0.155 0.394 0.580
H 4.4583 2.1953 2.8657 -0.611 0.536 -0.573
H 3.7561 0.9149 1.7511 -0.478 0.393 -0.035
H 7.1495 -0.0233 1.7306 -0.085 -0.315 1.290
H 6.3874 1.3900 1.3011 -0.433 0.320 -0.370
H 5.7822 -0.2087 0.8113 -1.160 0.021 0.183
C -1.4164 4.2187 6.0076 0.032 -0.263 0.513
O -1.2829 2.8515 5.7770 1.309 -1.120 -1.540
C -1.9567 1.9774 6.6613 1.323 1.204 0.459
C -1.6565 0.5073 6.4129 -0.344 1.662 0.736
N -2.5542 0.1629 5.3618 -0.245 -1.826 -1.234
C -2.4586 -1.2452 4.8578 -0.487 0.652 0.127
C -3.5004 -1.4934 3.7517 1.798 -0.961 -0.308
O -3.0188 -2.6148 2.9080 -1.208 0.955 0.128
C -3.8711 -2.8289 1.7853 -0.261 -0.742 0.057
H -0.9298 4.4622 6.9521 -0.607 0.191 0.634
H -2.4856 4.4207 5.9435 -0.023 0.838 0.336
H -0.8293 4.8266 5.3192 -0.280 -0.452 -0.657
H -3.0114 2.2291 6.5496 -0.291 -0.489 0.633
H -1.5340 2.1348 7.6536 -0.455 0.677 0.485
H -1.8184 0.1539 7.4312 -0.341 -1.222 -0.370
H -0.6083 0.3842 6.1405 0.342 -0.094 0.190
H -2.1337 0.7546 4.6596 -0.613 0.083 -0.995
H -2.7115 -1.8720 5.7129 0.422 -0.250 -0.027
H -1.4793 -1.4633 4.4317 0.225 -0.191 0.203
H -3.4660 -0.6075 3.1175 -0.803 0.138 -0.004
H -4.4319 -1.7836 4.2377 -0.377 0.415 -0.563
H -3.6118 -3.7628 1.2865 0.670 0.017 0.082
H -3.8999 -2.0572 1.0160 0.480 0.495 0.165
H -4.9190 -3.0231 2.0139 -0.242 0.293 0.726
```
Positions in Å, forces in eV/Å.

Results
E_HOMO (Ha): -0.2899
E_LUMO (eV): 0.59
Gap between HOMO and LUMO (eV): 8.48
Total energy (hartree): -3223.70943
Energy above the lowest of the compared OMol25 structures with the same formula, charge and spin (kcal/mol): 0.00
Structure (SMILES): CC1(C)CCCC(C)(C)N1O.CC1(C)CCCC(C)(C)N1O.CC1(C)CCCC(C)(C)N1O.COCCNCCOC.COCCNCCOC.COCCNCCOC.COCCNCCOC